No. 1
ORCA calculation (the ωB97M-V functional and the def2-TZVPD basis) on a 2-piece molecular cluster, C5H6OS overall.

Its total energy is -667.2741 a.u. The value obtained for the LUMO energy (alpha / beta) is 0.467 / -2.070 eV. Its spin multiplicity is 3. As for the expectation value of S²: 2.034. The calculation puts the gap between HOMO and LUMO (alpha / beta) at 5.00 / 7.11 eV. For the energy above the lowest of the compared OMol25 structures with the same formula, charge and spin, the calculation gives 414.35 kJ/mol.

Geometry as XYZ:
```
13
Properties=species:S:1:pos:R:3:forces:R:3:lowdin_spin:R:1
C 0.040 0.349 1.169 4.2 -4.9 0.0 0.031
C -0.888 1.221 1.510 -0.9 1.8 1.2 0.339
C -1.002 0.980 -0.626 -3.1 2.3 -5.5 0.668
C 0.005 0.121 -0.272 4.3 -3.1 4.2 0.479
C 0.704 -0.866 -1.161 3.1 4.5 -0.3 0.042
O -1.527 1.657 0.399 -2.6 1.9 -0.9 0.244
S 0.440 -2.489 -0.651 0.9 -1.7 0.7 0.040
H 0.686 -0.221 1.964 -1.2 1.3 -1.9 -0.005
H -1.149 1.836 2.359 0.3 -0.6 0.3 0.021
H -1.443 0.858 -1.634 -0.6 0.7 1.1 0.047
H 0.533 -0.690 -2.262 -0.1 -0.2 1.3 0.002
H 2.181 -0.476 -1.049 -3.8 -1.2 -0.5 0.089
H 1.419 -2.281 0.256 -0.5 -0.8 0.1 0.003
```
Positions in Å, forces in eV/Å.



No. 2
ORCA calculation (the ωB97M-V functional and the def2-TZVPD basis) on C2H4Br2F18OP3V as an isolated structure.

Its total energy is -9068.3373 a.u. The value obtained for the LUMO energy (alpha / beta) is -0.181 / 0.418 eV. Its spin multiplicity is 2. As for the charge: -1. As for the expectation value of S²: 0.782. The calculation puts the gap between HOMO and LUMO (alpha / beta) at 8.67 / 9.27 eV. For the energy above the lowest of the compared OMol25 structures with the same formula, charge and spin, the calculation gives 0.00 kJ/mol.

Geometry as XYZ:
```
31
Properties=species:S:1:pos:R:3:forces:R:3:lowdin_spin:R:1
O -24.591 5.071 11.916 0.6 -1.4 2.1 -0.223
V -24.526 4.060 13.113 -0.2 0.0 -1.2 1.170
P -22.120 4.314 14.934 -0.1 1.0 2.6 0.001
F -23.581 3.763 15.412 0.4 -0.6 0.0 0.003
F -21.827 4.964 16.356 -0.4 0.1 -0.1 0.000
F -21.417 2.971 15.360 0.1 -0.1 -0.6 0.000
F -20.819 4.979 14.337 0.1 -0.4 -0.6 0.000
F -22.502 3.661 13.438 -0.6 -0.2 -1.2 0.006
F -23.015 5.621 14.459 0.1 0.3 -0.7 0.013
P -27.355 4.630 14.117 -3.9 -0.1 1.4 0.000
F -27.921 3.312 14.799 0.5 -0.1 -0.1 0.000
F -25.835 4.277 14.754 0.4 0.3 -0.8 0.017
F -26.937 3.728 12.792 0.9 0.1 0.1 0.007
F -26.766 5.895 13.366 0.6 0.3 0.1 0.002
F -28.841 4.946 13.564 0.7 -0.1 -0.7 0.000
F -27.697 5.471 15.437 0.8 0.1 -0.1 0.000
P -25.097 0.456 14.564 -0.5 -1.0 2.4 0.000
F -24.648 1.908 13.839 -0.1 0.8 -0.8 0.006
F -26.091 0.120 13.347 -0.1 0.2 -0.3 0.000
F -23.909 -0.260 13.768 0.3 0.0 -0.3 0.000
F -25.517 -0.915 15.317 0.3 0.0 -0.5 0.000
F -24.096 0.814 15.771 0.0 0.1 -0.4 0.000
F -26.286 1.225 15.293 0.1 0.3 -0.1 0.000
Br -24.187 2.348 10.897 -0.1 0.2 0.0 -0.004
C -24.949 0.542 10.900 0.5 -0.2 -0.4 0.001
C -25.070 0.020 9.494 -0.7 0.2 -0.2 0.000
Br -23.418 -0.093 8.487 0.0 -0.1 0.2 0.000
H -25.920 0.609 11.376 0.1 0.1 0.0 0.000
H -24.271 -0.087 11.468 -0.1 0.2 0.3 0.000
H -25.735 0.614 8.874 0.0 0.1 0.1 0.000
H -25.515 -0.971 9.579 0.3 -0.1 -0.1 0.000
```
Positions in Å, forces in eV/Å.



No. 3
ORCA calculation (the ωB97M-V functional and the def2-TZVPD basis) on a 4-piece molecular cluster, C32H69N4O2 overall.

Its total energy is -1629.7666 a.u. The value obtained for the LUMO energy is -2.642 eV. Its spin multiplicity is 1. As for the charge: +1. The calculation puts the gap between HOMO and LUMO at 9.55 eV.

Geometry as XYZ:
```
107
Properties=species:S:1:pos:R:3:forces:R:3:lowdin_charge:R:1
C -8.846 -2.531 -6.555 -0.6 0.2 -1.0 -0.121
O -7.577 -3.151 -6.172 -0.6 2.4 0.5 -0.222
C -6.926 -2.174 -5.292 0.3 -0.4 0.8 -0.240
C -5.299 -2.226 -5.446 -1.8 -0.3 0.2 -0.097
C -4.761 -3.140 -4.240 0.3 -0.7 -1.7 -0.126
N -4.066 -2.399 -3.141 1.8 0.4 1.5 -0.043
C -2.958 -3.127 -2.550 0.9 4.3 3.7 0.033
C -2.413 -2.222 -1.426 -3.9 -1.7 -5.0 0.043
N -3.288 -1.048 -1.520 -0.3 -1.1 -0.7 -0.057
C -3.052 0.046 -0.536 0.3 0.9 1.9 -0.144
C -1.990 1.160 -0.999 0.5 -0.1 0.3 -0.157
C -1.347 0.938 -2.449 0.6 1.9 0.2 -0.160
C -2.095 1.889 -3.537 1.1 -0.4 0.8 -0.216
N -2.404 1.014 -4.721 0.1 2.4 -0.3 -0.004
C -3.085 1.781 -5.792 -2.1 -1.7 -3.1 -0.396
C -2.875 3.358 -6.053 0.4 -0.7 1.1 -0.019
O -3.869 1.133 -6.555 2.9 2.4 3.0 0.008
C -4.283 -1.107 -2.552 2.4 -3.1 1.1 -0.023
C -5.387 -0.047 -2.994 0.3 0.5 -1.4 -0.146
N -5.498 1.153 -2.110 -0.3 0.2 -1.1 0.000
H -9.451 -3.203 -7.268 1.2 0.8 1.2 0.105
H -9.517 -2.294 -5.652 1.1 -0.3 -1.2 0.101
H -8.608 -1.560 -7.141 -0.5 -1.4 1.0 0.104
H -7.214 -2.501 -4.218 0.5 0.7 -1.4 0.121
H -7.351 -1.120 -5.423 0.7 -1.4 -0.2 0.114
H -5.122 -2.679 -6.490 0.0 0.5 1.9 0.138
H -4.852 -1.177 -5.452 -0.5 -1.5 0.1 0.087
H -5.559 -3.813 -3.763 1.0 1.2 -0.8 0.146
H -3.974 -3.858 -4.693 -1.2 1.2 1.0 0.138
H -2.557 -4.159 -2.824 -1.1 1.8 0.1 0.142
H -1.545 -2.420 -0.722 -1.6 0.8 -1.0 0.142
H -2.613 -0.458 0.409 -0.8 0.6 -1.7 0.135
H -4.015 0.561 -0.165 1.4 -1.2 -1.1 0.127
H -2.507 2.189 -0.889 1.0 -1.6 -0.5 0.123
H -1.116 1.173 -0.246 -1.5 -0.1 -1.0 0.096
H -1.248 -0.148 -2.781 -0.5 1.5 0.4 0.103
H -0.265 1.349 -2.390 -1.7 -0.8 0.0 0.117
H -1.394 2.772 -3.808 -1.1 -1.4 0.5 0.121
H -3.013 2.349 -3.041 1.0 -0.8 -1.0 0.099
H -1.465 0.709 -5.058 -1.1 0.0 0.0 0.141
H -1.808 3.662 -5.728 -1.7 -0.4 -0.7 0.083
H -3.073 3.613 -7.154 0.2 -0.6 1.9 0.103
H -3.599 3.905 -5.341 1.0 -0.7 -1.3 0.096
H -6.434 -0.490 -3.153 1.8 0.0 0.5 0.131
H -5.061 0.341 -4.038 -0.3 -1.1 1.5 0.112
H -5.009 1.927 -2.606 -0.4 -0.8 0.7 0.066
H -6.492 1.453 -2.139 0.9 -0.4 0.3 0.095
C 1.991 2.471 4.682 0.1 -0.1 0.0 -0.113
C 2.562 3.394 3.614 -0.1 0.1 0.1 -0.265
C 1.504 3.916 2.641 0.1 0.1 -0.1 -0.224
C 0.797 2.842 1.810 -0.1 -0.1 0.1 -0.235
C 1.717 1.962 0.962 -0.1 0.1 0.0 -0.274
C 2.488 2.742 -0.094 0.1 -0.2 -0.1 -0.101
H 1.554 1.569 4.246 0.0 0.0 0.1 0.055
H 2.782 2.156 5.368 -0.1 0.0 0.0 0.071
H 1.221 2.981 5.267 0.0 -0.1 0.0 0.079
H 3.362 2.880 3.074 0.0 0.0 0.0 0.100
H 3.030 4.251 4.110 0.0 -0.1 -0.1 0.109
H 1.972 4.646 1.972 -0.1 0.0 0.0 0.103
H 0.745 4.472 3.205 0.1 0.0 0.0 0.112
H 0.072 3.337 1.151 0.0 0.0 0.0 0.103
H 0.208 2.198 2.472 0.0 0.0 0.0 0.100
H 1.104 1.206 0.456 0.1 0.0 0.1 0.083
H 2.417 1.413 1.598 -0.1 0.0 0.0 0.095
H 1.804 3.263 -0.771 0.0 0.1 0.0 0.073
H 3.100 2.061 -0.692 0.0 0.1 0.0 0.055
H 3.157 3.479 0.355 -0.1 0.0 -0.1 0.075
C 1.765 -1.924 10.125 0.1 -0.1 0.0 -0.113
C 2.336 -1.001 9.056 -0.1 0.1 0.1 -0.271
C 1.278 -0.477 8.084 0.1 0.1 -0.1 -0.228
C 0.568 -1.549 7.252 0.0 -0.1 0.1 -0.229
C 1.487 -2.430 6.403 -0.2 0.1 -0.1 -0.271
C 2.258 -1.649 5.347 0.2 -0.1 0.0 -0.117
H 1.327 -2.824 9.689 0.0 0.0 0.1 0.065
H 2.556 -2.240 10.810 -0.1 0.0 0.0 0.071
H 0.996 -1.413 10.710 0.0 -0.1 0.0 0.076
H 3.135 -1.516 8.514 0.0 0.0 0.0 0.099
H 2.805 -0.144 9.552 0.0 -0.1 -0.1 0.106
H 1.747 0.253 7.414 0.0 0.0 0.0 0.091
H 0.521 0.079 8.649 0.1 0.0 0.0 0.111
H -0.157 -1.054 6.595 0.0 0.0 0.0 0.106
H -0.021 -2.193 7.914 0.0 0.0 0.0 0.101
H 0.873 -3.184 5.898 0.1 0.0 0.1 0.104
H 2.186 -2.980 7.038 0.0 0.0 0.0 0.101
H 1.574 -1.127 4.672 0.0 0.0 0.0 0.064
H 2.869 -2.330 4.748 0.0 0.1 0.0 0.068
H 2.928 -0.913 5.798 0.0 0.0 -0.1 0.065
C 8.427 0.452 -1.799 0.1 0.0 0.1 -0.112
C 7.744 -0.909 -1.804 0.0 0.0 -0.1 -0.271
C 6.303 -0.860 -2.314 -0.1 -0.1 0.0 -0.230
C 5.344 -0.010 -1.474 0.1 0.1 0.0 -0.239
C 5.232 -0.415 -0.003 -0.2 0.0 -0.1 -0.266
C 4.684 -1.822 0.193 0.1 0.0 0.2 -0.110
H 7.925 1.153 -1.128 0.0 0.0 -0.1 0.065
H 9.461 0.354 -1.460 -0.1 0.1 0.0 0.072
H 8.441 0.885 -2.803 0.0 0.0 0.1 0.076
H 7.784 -1.344 -0.801 0.0 0.0 0.0 0.099
H 8.318 -1.582 -2.451 -0.1 0.0 0.1 0.106
H 5.920 -1.883 -2.382 0.0 0.1 0.0 0.100
H 6.302 -0.471 -3.339 0.0 0.0 0.1 0.110
H 4.348 -0.058 -1.933 0.0 0.0 0.0 0.102
H 5.646 1.041 -1.527 0.0 0.0 0.0 0.100
H 4.561 0.291 0.500 0.1 0.0 0.0 0.086
H 6.201 -0.324 0.495 0.0 0.0 -0.1 0.104
H 3.693 -1.921 -0.260 0.0 0.0 0.0 0.070
H 4.592 -2.045 1.259 0.0 -0.1 -0.1 0.069
H 5.342 -2.577 -0.246 -0.1 0.0 0.0 0.068
```
Positions in Å, forces in eV/Å.